1.
19
Properties=species:S:1:pos:R:3 method="wB97M-V/def2-TZVPD" total_energy_ha=-551.5947 relative_energy_kj_mol=249.8 lumo_ev=0.60 homo_lumo_gap_ha=0.383
C -2.725 0.410 -0.112
C -1.331 -0.102 -0.216
N -1.029 -1.309 -0.442
C 0.323 -1.619 -0.857
C 1.375 -0.912 0.014
O 2.688 -1.270 -0.277
C 1.134 0.586 -0.055
O 1.853 1.407 -0.552
O -0.413 0.911 -0.022
H -2.845 1.299 -0.747
H -3.432 -0.366 -0.417
H -2.931 0.716 0.924
H 0.486 -2.702 -0.784
H 0.457 -1.335 -1.915
H 1.186 -1.187 1.065
H 2.917 -1.000 -1.173
O 1.029 1.885 2.050
H 1.269 2.804 1.892
H -0.011 1.786 1.626



2.
97
Properties=species:S:1:pos:R:3 method="wB97M-V/def2-TZVPD" total_energy_ha=-3079.7016 charge=-1 lumo_ev=2.00 homo_lumo_gap_ha=0.211
C 3.254 5.013 3.850
C 2.074 4.680 4.484
C 0.833 5.346 4.115
Ta 0.023 4.071 2.380
S -1.003 2.550 0.614
C -2.399 1.705 1.444
C -2.352 0.200 1.277
O -3.346 -0.367 0.884
O -1.244 -0.550 1.499
C -0.571 -0.296 2.722
C 0.918 -0.140 2.490
C 1.686 -0.299 3.788
O 1.401 -1.049 1.460
C 2.229 -0.406 0.560
O 1.837 -0.213 -0.563
C 3.626 0.002 0.989
S 4.425 1.123 -0.187
H 3.696 4.281 3.196
H 3.749 5.956 3.979
H 2.000 3.918 5.249
H 0.129 5.261 4.948
H 0.992 6.382 3.830
H 1.599 3.059 2.385
H 0.858 5.110 1.066
H -1.486 5.167 2.318
H -0.780 2.923 3.619
H -2.378 1.989 2.484
H -3.334 2.019 1.034
H -0.735 -1.124 3.406
H -0.899 0.611 3.213
H 1.063 0.876 2.146
H 2.729 -0.484 3.610
H 1.631 0.620 4.354
H 1.237 -1.105 4.358
H 3.564 0.553 1.914
H 4.286 -0.839 1.128
H 4.210 0.562 -1.387
O -4.614 0.385 4.987
C -5.199 -0.589 4.630
O -5.508 -1.614 5.472
C -6.113 -2.689 4.736
C -6.667 -2.048 3.471
C -5.669 -0.916 3.226
H -5.346 -3.436 4.521
H -6.888 -3.148 5.346
H -6.759 -2.745 2.641
H -7.656 -1.631 3.670
H -4.814 -1.244 2.635
H -6.134 -0.051 2.763
O 5.060 0.140 -3.668
C 4.190 -0.102 -4.449
O 4.428 -0.740 -5.623
C 3.214 -0.807 -6.399
C 2.095 -0.664 -5.381
C 2.724 0.248 -4.327
H 3.223 0.002 -7.134
H 3.177 -1.758 -6.926
H 1.173 -0.273 -5.806
H 1.878 -1.640 -4.950
H 2.587 1.305 -4.555
H 2.363 0.032 -3.324
O -4.346 3.936 3.520
C -5.204 3.912 2.699
O -4.993 3.579 1.396
C -6.197 3.750 0.637
C -7.327 3.684 1.656
C -6.666 4.277 2.899
H -6.151 4.716 0.129
H -6.262 2.963 -0.111
H -8.226 4.209 1.335
H -7.596 2.643 1.844
H -6.754 5.364 2.931
H -7.048 3.842 3.818
O 0.482 -3.590 -4.516
C -0.433 -3.712 -3.757
O -1.725 -3.555 -4.127
C -2.580 -3.669 -2.969
C -1.771 -4.457 -1.951
C -0.345 -4.021 -2.277
H -2.824 -2.666 -2.617
H -3.499 -4.175 -3.255
H -2.069 -4.265 -0.926
H -1.880 -5.528 -2.140
H -0.057 -3.113 -1.742
H 0.378 -4.809 -2.092
O 8.451 -5.721 -6.725
C 8.119 -4.708 -6.185
O 6.966 -4.066 -6.468
C 6.896 -2.820 -5.737
C 7.839 -3.001 -4.557
C 8.903 -3.929 -5.142
H 7.209 -2.011 -6.399
H 5.876 -2.638 -5.423
H 8.230 -2.061 -4.174
H 7.319 -3.505 -3.742
H 9.698 -3.377 -5.643
H 9.322 -4.599 -4.398



3.
10
Properties=species:S:1:pos:R:3 method="wB97M-V/def2-TZVPD" total_energy_ha=-946.8492 relative_energy_kj_mol=0.0 s2=20.02 charge=+1 lumo_ev="-5.21 / -4.95" homo_lumo_gap_ha="0.089 / 0.265" spin_multiplicity=9
C 1.741 -0.740 0.807
C 1.233 -0.035 -0.195
H 2.569 -1.454 0.722
H 1.611 0.030 -1.226
Eu 0.399 0.541 2.287
C -0.391 1.067 -0.091
C -1.644 0.624 -0.257
O -2.339 -0.365 -0.415
H -0.174 2.115 -0.320
Li -3.005 -1.782 -1.314



4.
163
Properties=species:S:1:pos:R:3 method="wB97M-V/def2-TZVPD" total_energy_ha=-4657.2382 relative_energy_kj_mol=92.3 lumo_ev=0.38 homo_lumo_gap_ha=0.364
C 12.592 -13.117 24.841
C 11.386 -12.222 24.709
O 11.629 -10.944 24.107
C 11.953 -9.839 24.865
O 12.225 -9.883 26.091
C 12.039 -8.502 24.088
F 13.309 -8.174 24.105
F 11.422 -8.529 22.894
F 11.402 -7.558 24.757
H 12.415 -14.141 25.170
H 13.300 -12.684 25.548
H 13.225 -13.077 23.955
H 10.801 -12.136 25.625
H 10.756 -12.735 23.983
C 6.219 -1.351 22.817
C 6.085 -1.068 24.316
O 6.954 -1.872 25.081
C 6.610 -3.008 25.565
O 5.479 -3.481 25.505
C 7.761 -3.789 26.226
F 8.846 -3.020 26.292
F 7.345 -4.043 27.463
F 7.995 -4.967 25.628
H 7.222 -1.253 22.401
H 5.546 -0.731 22.225
H 5.972 -2.353 22.465
H 5.063 -1.209 24.670
H 6.264 -0.019 24.550
C 13.525 -3.609 30.284
C 12.215 -2.949 30.659
C 11.535 -2.513 29.382
O 12.253 -3.283 28.417
C 13.572 -3.522 28.773
H 13.532 -4.644 30.625
H 14.348 -3.144 30.826
H 12.420 -2.064 31.261
H 11.567 -3.551 31.296
H 11.644 -1.446 29.191
H 10.474 -2.760 29.387
H 14.103 -2.630 28.438
H 14.018 -4.431 28.369
C 13.735 -7.437 20.386
C 12.767 -6.612 19.598
C 12.675 -5.346 20.459
O 14.024 -5.169 20.950
C 14.694 -6.456 21.005
H 14.372 -8.119 19.822
H 13.278 -8.021 21.185
H 11.877 -7.117 19.224
H 13.281 -6.307 18.686
H 11.962 -5.415 21.281
H 12.362 -4.512 19.831
H 14.886 -6.725 22.043
H 15.690 -6.443 20.563
C 4.283 -6.697 20.747
C 3.929 -6.522 22.171
C 4.479 -5.120 22.522
O 4.380 -4.391 21.294
C 4.027 -5.312 20.235
H 3.734 -7.518 20.285
H 5.356 -6.876 20.674
H 4.199 -7.364 22.809
H 2.854 -6.359 22.259
H 5.520 -5.148 22.843
H 3.958 -4.709 23.387
H 4.400 -5.095 19.234
H 2.962 -5.176 20.044
C 10.673 -5.126 17.150
O 9.311 -5.481 16.841
C 8.650 -6.190 17.737
O 9.032 -6.361 18.912
O 7.523 -6.609 17.174
C 6.478 -7.192 17.969
H 11.043 -4.348 16.482
H 11.294 -6.019 17.078
H 10.880 -4.788 18.166
H 5.935 -7.854 17.295
H 5.841 -6.411 18.383
H 6.855 -7.734 18.837
C 11.807 0.061 25.057
O 11.905 1.349 25.604
C 13.044 1.998 25.868
O 13.094 3.164 26.168
O 14.137 1.172 25.789
C 15.406 1.750 26.142
H 12.065 -0.684 25.808
H 12.387 0.050 24.133
H 10.751 -0.117 24.854
H 15.358 2.194 27.136
H 15.788 2.414 25.367
H 16.120 0.945 26.318
C 5.243 -7.779 28.458
O 6.405 -8.343 27.732
C 6.381 -8.412 26.391
O 5.449 -7.986 25.632
O 7.666 -8.739 26.103
C 8.014 -8.812 24.786
H 5.360 -7.819 29.541
H 4.358 -8.382 28.254
H 5.184 -6.747 28.111
H 9.076 -9.017 24.652
H 7.820 -7.890 24.237
H 7.578 -9.651 24.245
C 8.769 -5.558 22.340
O 9.113 -4.201 22.438
C 10.165 -3.730 23.210
O 10.567 -2.550 23.216
O 10.706 -4.731 23.957
C 11.642 -4.441 24.937
H 8.009 -5.804 23.082
H 9.599 -6.248 22.490
H 8.276 -5.725 21.382
H 11.795 -5.353 25.514
H 11.429 -3.574 25.563
H 12.557 -4.219 24.387
C 7.491 0.782 18.652
O 8.784 0.072 18.657
C 9.012 -1.226 18.917
O 10.114 -1.722 18.994
O 7.862 -1.916 18.865
C 7.737 -3.220 19.278
H 7.655 1.848 18.494
H 6.996 0.695 19.620
H 6.832 0.471 17.842
H 6.965 -3.424 20.020
H 8.643 -3.718 19.623
H 7.337 -3.758 18.419
C 13.940 -7.490 29.733
O 12.563 -7.167 29.756
C 11.923 -6.899 28.568
O 12.474 -6.888 27.469
O 10.574 -6.760 28.794
C 9.749 -6.520 27.733
H 14.329 -7.553 30.750
H 14.474 -6.663 29.264
H 14.067 -8.441 29.216
H 9.953 -5.520 27.350
H 8.688 -6.692 27.915
H 9.994 -7.251 26.964
C 13.152 -1.866 21.528
O 14.063 -0.927 22.156
C 14.262 0.302 21.592
O 13.841 0.688 20.495
O 15.001 1.026 22.464
C 15.316 2.389 22.196
H 12.897 -2.580 22.311
H 13.622 -2.356 20.676
H 12.225 -1.417 21.172
H 15.607 2.574 21.162
H 16.088 2.706 22.897
H 14.375 2.924 22.327
C 17.515 -6.111 28.693
O 16.697 -6.057 27.558
C 17.216 -6.117 26.286
O 18.431 -6.347 26.003
O 16.321 -5.965 25.313
C 14.941 -5.634 25.546
H 17.861 -7.094 29.015
H 16.947 -5.646 29.499
H 18.359 -5.426 28.610
H 14.415 -6.528 25.881
H 14.440 -5.389 24.610
H 14.518 -4.856 26.181